<i>
Here is one molecule with the formula C5H12Si from the OMol25 dataset. Energies are from ωB97M-V with the def2-TZVPD basis set.

Atoms and positions in Å:
C 0.89 -2.30 0.50
C 0.67 -1.46 -0.49
Si -0.07 0.24 -0.15
C -0.47 0.46 1.70
C -1.69 0.25 -1.25
C 1.14 1.64 -0.57
H 0.40 -2.05 1.39
H 1.41 -3.23 0.42
H 0.95 -1.50 -1.50
H -1.14 1.38 1.87
H 0.49 0.60 2.22
H -0.90 -0.39 2.25
H -2.18 -0.74 -1.10
H -1.17 0.28 -2.22
H -2.41 1.13 -1.08
H 0.82 2.01 -1.51
H 1.09 2.46 0.17
H 2.15 1.20 -0.66

Its LUMO energy is 1.00 eV. Its SMILES is C=C[Si](C)(C)C. For the HOMO-LUMO gap, the calculation gives 10.6 eV.

From a natural (NBO) analysis of the wavefunction, the atomic charges in e read: atom 1 (C): -0.35, atom 2 (C): -0.62, atom 3 (Si): 1.57, atom 4 (C): -1.12, atom 5 (C): -1.08, atom 6 (C): -1.11, atom 7 (H): 0.19, atom 8 (H): 0.19, atom 9 (H): 0.20, atom 10 (H): 0.24, atom 11 (H): 0.23, atom 12 (H): 0.23, atom 13 (H): 0.24, atom 14 (H): 0.22, atom 15 (H): 0.24, atom 16 (H): 0.23, atom 17 (H): 0.25, atom 18 (H): 0.24

---

<ii>
Here is one molecule with the formula C5H12Si from the OMol25 dataset. Energies are from ωB97M-V with the def2-TZVPD basis set.

Atoms and positions in Å:
C -0.79 -1.73 1.61
C -0.99 -0.29 1.16
C -0.68 0.43 0.07
C -1.20 1.82 0.04
Si 0.30 -0.29 -1.38
C 2.08 0.46 -1.02
H -1.64 -2.27 2.03
H -0.40 -2.32 0.90
H -0.11 -1.60 2.38
H -1.32 0.42 1.97
H -0.47 2.61 -0.29
H -2.21 1.87 -0.52
H -1.65 1.89 1.07
H -0.52 0.15 -2.50
H 0.22 -1.66 -1.05
H 2.10 1.33 -0.43
H 2.73 -0.20 -0.40
H 2.59 0.62 -1.94

Its LUMO energy is 0.93 eV. Its SMILES is C/C=C(/C)[SiH2]C. For the HOMO-LUMO gap, the calculation gives 9.7 eV.

From a natural (NBO) analysis of the wavefunction, the atomic charges in e read: atom 1 (C): -0.64, atom 2 (C): -0.15, atom 3 (C): -0.41, atom 4 (C): -0.65, atom 5 (Si): 1.07, atom 6 (C): -1.04, atom 7 (H): 0.22, atom 8 (H): 0.21, atom 9 (H): 0.22, atom 10 (H): 0.16, atom 11 (H): 0.21, atom 12 (H): 0.22, atom 13 (H): 0.21, atom 14 (H): -0.16, atom 15 (H): -0.18, atom 16 (H): 0.24, atom 17 (H): 0.24, atom 18 (H): 0.23

---

Most stable to least stable: <i>, <ii>

---

<i>
Here is one molecule with the formula C15H17N3O3S from the OMol25 dataset. Energies are from ωB97M-V with the def2-TZVPD basis set.

Atoms and positions in Å:
C 0.81 3.26 -2.57
C 0.88 2.42 -1.30
O -0.40 2.27 -0.69
C -1.21 1.36 -1.22
O -1.01 0.76 -2.25
C -2.52 1.26 -0.46
C -3.28 -0.01 -0.82
S -2.27 1.39 1.35
C -0.97 0.25 1.56
N -0.36 -0.23 0.50
C 0.62 -1.11 0.69
C 1.32 -1.62 -0.50
C 1.73 -2.95 -0.55
C 2.36 -3.41 -1.69
C 2.56 -2.52 -2.74
C 2.14 -1.21 -2.58
N 1.54 -0.77 -1.49
N 1.00 -1.57 1.87
C 0.40 -1.08 2.95
C -0.60 -0.13 2.87
O -1.26 0.46 3.89
C -0.92 0.08 5.21
H 0.21 2.75 -3.32
H 0.36 4.23 -2.36
H 1.81 3.41 -2.96
H 1.49 2.92 -0.54
H 1.27 1.42 -1.51
H -3.12 2.15 -0.70
H -3.45 -0.04 -1.89
H -2.69 -0.88 -0.54
H -4.24 -0.04 -0.30
H 1.54 -3.60 0.30
H 2.68 -4.44 -1.77
H 3.05 -2.84 -3.65
H 2.29 -0.48 -3.36
H 0.75 -1.49 3.89
H -1.11 -0.98 5.38
H 0.13 0.31 5.42
H -1.56 0.67 5.86

Its LUMO energy is 0.61 eV. Its SMILES is CCOC(=O)[C@@H](C)Sc1nc(-c2ccccn2)ncc1OC. For the HOMO-LUMO gap, the calculation gives 9.0 eV.

From a natural (NBO) analysis of the wavefunction, the atomic charges in e read: atom 1 (C): -0.64, atom 2 (C): -0.09, atom 3 (O): -0.52, atom 4 (C): 0.83, atom 5 (O): -0.61, atom 6 (C): -0.43, atom 7 (C): -0.61, atom 8 (S): 0.32, atom 9 (C): 0.07, atom 10 (N): -0.47, atom 11 (C): 0.37, atom 12 (C): 0.16, atom 13 (C): -0.22, atom 14 (C): -0.17, atom 15 (C): -0.25, atom 16 (C): 0.05, atom 17 (N): -0.41, atom 18 (N): -0.44, atom 19 (C): -0.02, atom 20 (C): 0.21, atom 21 (O): -0.48, atom 22 (C): -0.25, atom 23 (H): 0.23, atom 24 (H): 0.20, atom 25 (H): 0.21, atom 26 (H): 0.18, atom 27 (H): 0.24, atom 28 (H): 0.25, atom 29 (H): 0.23, atom 30 (H): 0.22, atom 31 (H): 0.21, atom 32 (H): 0.23, atom 33 (H): 0.22, atom 34 (H): 0.22, atom 35 (H): 0.19, atom 36 (H): 0.20, atom 37 (H): 0.18, atom 38 (H): 0.18, atom 39 (H): 0.21

---

<ii>
Here is one molecule with the formula C15H17N3O3S from the OMol25 dataset. Energies are from ωB97M-V with the def2-TZVPD basis set.

Atoms and positions in Å:
C -6.04 -2.34 0.90
C -4.45 -2.01 0.79
O -4.27 -1.31 -0.46
C -4.50 0.08 -0.08
O -4.95 0.55 1.05
C -4.00 0.96 -1.47
C -2.66 1.49 -1.14
C -2.27 2.69 -0.72
S -0.67 3.10 -0.37
C -0.57 1.26 -0.83
N 0.79 0.69 -0.63
N 0.91 -0.73 -0.87
C 1.97 -1.34 -0.51
C 3.45 -1.02 -0.37
C 4.37 -1.67 -0.97
C 5.86 -1.20 -0.99
C 6.10 -0.19 -0.03
C 5.13 0.51 0.43
C 3.71 0.31 0.54
O 2.84 1.03 1.10
C 3.14 1.99 2.12
N -1.54 0.41 -1.16
H -6.36 -2.78 -0.30
H -6.29 -3.02 1.88
H -6.70 -1.40 1.00
H -4.16 -1.41 1.69
H -3.94 -2.92 0.61
H -4.69 1.70 -1.53
H -3.89 0.47 -2.16
H -2.97 3.46 -0.66
H 1.56 1.24 -0.32
H 1.92 -2.40 -0.92
H 4.12 -2.35 -1.71
H 6.53 -1.95 -1.37
H 7.10 -0.02 0.08
H 5.54 1.50 1.11
H 3.83 1.73 2.51
H 2.35 2.32 2.35
H 3.73 2.57 1.43

Its LUMO energy is 0.39 eV. Its SMILES is CCOC(=O)Cc1csc(N/N=C\c2ccccc2OC)n1. For the HOMO-LUMO gap, the calculation gives 8.3 eV.

From a natural (NBO) analysis of the wavefunction, the atomic charges in e read: atom 1 (C): -0.65, atom 2 (C): -0.11, atom 3 (O): -0.50, atom 4 (C): 0.80, atom 5 (O): -0.60, atom 6 (C): -0.41, atom 7 (C): 0.13, atom 8 (C): -0.47, atom 9 (S): 0.32, atom 10 (C): 0.31, atom 11 (N): -0.50, atom 12 (N): -0.18, atom 13 (C): 0.03, atom 14 (C): -0.12, atom 15 (C): -0.21, atom 16 (C): -0.22, atom 17 (C): -0.23, atom 18 (C): -0.31, atom 19 (C): 0.39, atom 20 (O): -0.49, atom 21 (C): -0.17, atom 22 (N): -0.44, atom 23 (H): 0.21, atom 24 (H): 0.22, atom 25 (H): 0.22, atom 26 (H): 0.21, atom 27 (H): 0.19, atom 28 (H): 0.22, atom 29 (H): 0.18, atom 30 (H): 0.23, atom 31 (H): 0.39, atom 32 (H): 0.18, atom 33 (H): 0.22, atom 34 (H): 0.21, atom 35 (H): 0.22, atom 36 (H): 0.17, atom 37 (H): 0.17, atom 38 (H): 0.19, atom 39 (H): 0.18

---

Most stable to least stable: <i>, <ii>

---

<i>
Here is a 2-piece molecular cluster, C4H14N2O overall from the OMol25 dataset. Energies are from ωB97M-V with the def2-TZVPD basis set.

Atoms and positions in Å:
C 0.60 -0.16 1.73
C -0.59 0.42 0.95
C -0.84 1.84 1.53
N -0.42 0.61 -0.56
C -1.08 -0.59 -1.36
N -0.37 -0.63 -2.67
H 1.35 0.53 2.19
H 1.13 -0.83 1.20
H 0.23 -0.77 2.52
H -1.49 -0.25 1.02
H -1.90 1.96 1.71
H -0.52 2.53 0.72
H -0.15 1.95 2.40
H 0.60 0.94 -0.74
H -2.19 -0.47 -1.48
H -0.98 -1.58 -0.84
H -0.71 0.06 -3.30
H 0.42 -1.12 -2.77
H 1.88 -1.50 -1.56
H 2.38 -1.56 0.14
O 2.65 -1.39 -0.83

As for the total charge: -1. Its spin multiplicity is 2. Its LUMO energy (spin up / spin down) is 3.95 / 3.82 eV. For the HOMO-LUMO gap (spin up / spin down), the calculation gives 3.0 / 8.8 eV.

From a natural (NBO) analysis of the wavefunction, the atomic charges in e read: atom 1 (C): -0.78, atom 2 (C): -0.05, atom 3 (C): -0.63, atom 4 (N): -0.71, atom 5 (C): -0.13, atom 6 (N): -0.93, atom 7 (H): 0.19, atom 8 (H): 0.19, atom 9 (H): 0.20, atom 10 (H): 0.18, atom 11 (H): 0.20, atom 12 (H): 0.22, atom 13 (H): 0.20, atom 14 (H): 0.39, atom 15 (H): 0.17, atom 16 (H): 0.16, atom 17 (H): 0.36, atom 18 (H): 0.33, atom 19 (H): 0.33, atom 20 (H): 0.38, atom 21 (O): -1.25

---

<ii>
Here is a 2-piece molecular cluster, C4H14N2O overall from the OMol25 dataset. Energies are from ωB97M-V with the def2-TZVPD basis set.

Atoms and positions in Å:
C -2.45 -0.27 0.04
C -1.05 0.39 -0.03
C -0.38 -0.27 -1.49
C 1.12 0.01 -1.51
N 1.95 -0.81 -0.60
N -1.23 1.75 0.08
H -2.73 -0.42 1.10
H -2.50 -1.25 -0.43
H -3.28 0.26 -0.55
H -0.29 -0.10 0.76
H -0.62 -1.34 -1.47
H -1.09 0.25 -2.22
H 1.27 1.19 -1.62
H 1.33 -0.35 -2.52
H 2.59 -0.28 -0.05
H 1.53 -1.37 0.17
H -0.50 2.13 0.72
H -2.14 1.96 0.50
H 3.42 -0.96 3.25
H 2.14 -0.11 3.18
O 2.89 -0.42 2.69

As for the total charge: -1. Its spin multiplicity is 2. Its LUMO energy (spin up / spin down) is 3.65 / 3.61 eV. For the HOMO-LUMO gap (spin up / spin down), the calculation gives 2.7 / 8.8 eV.

From a natural (NBO) analysis of the wavefunction, the atomic charges in e read: atom 1 (C): -0.65, atom 2 (C): -0.13, atom 3 (C): -0.42, atom 4 (C): -0.24, atom 5 (N): -0.89, atom 6 (N): -0.87, atom 7 (H): 0.21, atom 8 (H): 0.20, atom 9 (H): 0.19, atom 10 (H): 0.14, atom 11 (H): 0.19, atom 12 (H): 0.20, atom 13 (H): 0.18, atom 14 (H): 0.16, atom 15 (H): 0.38, atom 16 (H): 0.37, atom 17 (H): 0.35, atom 18 (H): 0.36, atom 19 (H): 0.39, atom 20 (H): 0.29, atom 21 (O): -1.40

---

<iii>
Here is a 2-piece molecular cluster, C4H14N2O overall from the OMol25 dataset. Energies are from ωB97M-V with the def2-TZVPD basis set.

Atoms and positions in Å:
C -1.68 -0.55 0.41
C -1.64 0.90 -0.16
C -0.35 1.38 -0.85
N 0.73 0.38 -0.83
C 2.04 0.99 -1.12
N 2.79 0.06 -1.90
H -1.19 -1.17 -0.34
H -0.99 -0.66 1.25
H -2.69 -0.86 0.67
H -1.74 1.53 0.73
H -2.49 0.98 -0.83
H -0.55 1.53 -1.92
H -0.08 2.32 -0.36
H 0.82 -0.04 0.09
H 2.46 1.31 -0.16
H 1.91 1.93 -1.68
H 3.69 0.27 -2.29
H 2.36 -0.82 -2.07
H -1.05 -3.92 3.96
H -1.17 -2.58 3.27
O -1.17 -2.98 4.16

As for the total charge: -1. Its spin multiplicity is 2. Its LUMO energy (spin up / spin down) is 3.65 / 3.53 eV. For the HOMO-LUMO gap (spin up / spin down), the calculation gives 2.5 / 9.3 eV.

From a natural (NBO) analysis of the wavefunction, the atomic charges in e read: atom 1 (C): -0.97, atom 2 (C): -0.43, atom 3 (C): -0.22, atom 4 (N): -0.65, atom 5 (C): -0.08, atom 6 (N): -0.90, atom 7 (H): 0.20, atom 8 (H): 0.15, atom 9 (H): 0.21, atom 10 (H): 0.18, atom 11 (H): 0.19, atom 12 (H): 0.18, atom 13 (H): 0.16, atom 14 (H): 0.35, atom 15 (H): 0.13, atom 16 (H): 0.14, atom 17 (H): 0.37, atom 18 (H): 0.39, atom 19 (H): 0.38, atom 20 (H): 0.38, atom 21 (O): -1.15

---

Most stable to least stable: <iii>, <ii>, <i>

---

<i>
Here is C8H11N2 as an isolated structure from the OMol25 dataset. Energies are from ωB97M-V with the def2-TZVPD basis set.

Atoms and positions in Å:
C -1.76 -0.23 3.00
C 0.89 1.65 -0.26
C -0.39 2.25 -0.02
C 1.00 0.27 -0.56
C -0.24 -0.38 -0.74
C -1.52 0.27 -0.48
C 2.31 -0.35 -0.58
C -0.12 -1.79 -1.03
N -1.59 1.66 -0.19
N -1.94 -0.46 1.86
H -1.65 -0.07 4.07
H 1.65 2.26 0.09
H -0.40 3.34 -0.01
H -1.67 -0.23 0.76
H -2.52 -0.19 -0.85
H 3.00 0.25 0.20
H 2.88 -0.25 -1.48
H 2.28 -1.38 -0.27
H 0.85 -2.01 -1.64
H -0.97 -2.09 -1.59
H -0.10 -2.51 -0.27

As for the total charge: +1. Its LUMO energy is -4.80 eV. For the HOMO-LUMO gap, the calculation gives 9.0 eV.

From a natural (NBO) analysis of the wavefunction, the atomic charges in e read: atom 1 (C): 0.38, atom 2 (C): -0.13, atom 3 (C): 0.01, atom 4 (C): 0.02, atom 5 (C): 0.10, atom 6 (C): -0.29, atom 7 (C): -0.67, atom 8 (C): -0.68, atom 9 (N): -0.30, atom 10 (N): -0.35, atom 11 (H): 0.29, atom 12 (H): 0.23, atom 13 (H): 0.22, atom 14 (H): 0.41, atom 15 (H): 0.28, atom 16 (H): 0.24, atom 17 (H): 0.26, atom 18 (H): 0.24, atom 19 (H): 0.25, atom 20 (H): 0.24, atom 21 (H): 0.25

---

<ii>
Here is an isolated ion of composition C8H11N2 and charge +1 from the OMol25 dataset. Energies are from ωB97M-V with the def2-TZVPD basis set.

Atoms and positions in Å:
C 3.38 -0.75 0.06
C 2.27 -0.26 0.01
C 0.51 0.06 0.24
C -0.03 1.26 -0.01
C 0.71 2.48 -0.23
N -1.42 1.45 -0.22
C -2.14 0.49 0.25
C -1.58 -0.66 1.00
N -0.32 -1.13 0.38
C -0.40 -1.55 -1.05
H 4.25 -1.24 0.22
H 0.92 2.65 -1.26
H 1.65 2.28 0.25
H 0.24 3.33 0.18
H -3.17 0.57 0.23
H -1.43 -0.30 1.95
H -2.38 -1.54 1.10
H 0.24 -1.81 1.02
H -0.94 -0.84 -1.77
H 0.54 -1.91 -1.45
H -0.88 -2.58 -0.90

As for the total charge: +1. Its LUMO energy is -4.22 eV. Its SMILES is C#CC1=C(C)N=CC[N@H+]1C. For the HOMO-LUMO gap, the calculation gives 9.4 eV.

From a natural (NBO) analysis of the wavefunction, the atomic charges in e read: atom 1 (C): -0.16, atom 2 (C): -0.09, atom 3 (C): 0.11, atom 4 (C): 0.16, atom 5 (C): -0.64, atom 6 (N): -0.35, atom 7 (C): 0.13, atom 8 (C): -0.30, atom 9 (N): -0.40, atom 10 (C): -0.45, atom 11 (H): 0.25, atom 12 (H): 0.26, atom 13 (H): 0.24, atom 14 (H): 0.26, atom 15 (H): 0.22, atom 16 (H): 0.26, atom 17 (H): 0.27, atom 18 (H): 0.49, atom 19 (H): 0.28, atom 20 (H): 0.27, atom 21 (H): 0.23

---

Most stable to least stable: <i>, <ii>

---

<i>
Here is C2H6NO3 as an isolated structure from the OMol25 dataset. Energies are from ωB97M-V with the def2-TZVPD basis set.

Atoms and positions in Å:
O 1.46 -0.93 0.52
C 0.42 -1.17 -0.12
N -0.84 -0.89 0.19
C -2.01 0.10 -0.87
O -3.11 -0.38 -1.18
H 0.47 -1.59 -1.13
H -0.83 -0.52 1.14
H -1.21 0.28 -1.62
H -2.00 0.92 -0.10
H 3.02 1.72 0.51
H 2.08 0.81 1.31
O 2.56 1.64 1.35

As for the total charge: -1. Its LUMO energy is 4.02 eV. For the HOMO-LUMO gap, the calculation gives 8.3 eV.

From a natural (NBO) analysis of the wavefunction, the atomic charges in e read: atom 1 (O): -0.77, atom 2 (C): 0.50, atom 3 (N): -0.76, atom 4 (C): 0.25, atom 5 (O): -0.75, atom 6 (H): 0.07, atom 7 (H): 0.33, atom 8 (H): 0.07, atom 9 (H): 0.08, atom 10 (H): 0.46, atom 11 (H): 0.51, atom 12 (O): -0.98

---

<ii>
Here is a 2-piece molecular cluster, C2H6NO3 overall from the OMol25 dataset. Energies are from ωB97M-V with the def2-TZVPD basis set.

Atoms and positions in Å:
C -0.28 -0.83 2.24
N 0.24 -1.23 0.92
C 0.50 -0.08 0.05
O 0.49 -0.37 -1.18
O 0.69 1.01 0.59
H -1.21 -0.26 2.17
H 0.44 -0.21 2.77
H -0.51 -1.72 2.84
H -0.54 -1.68 0.45
H -0.61 0.63 -1.94
H -0.73 2.04 -2.50
O -1.28 1.25 -2.36

As for the total charge: -1. Its LUMO energy is 4.22 eV. For the HOMO-LUMO gap, the calculation gives 8.8 eV.

From a natural (NBO) analysis of the wavefunction, the atomic charges in e read: atom 1 (C): -0.41, atom 2 (N): -0.69, atom 3 (C): 0.87, atom 4 (O): -0.83, atom 5 (O): -0.76, atom 6 (H): 0.16, atom 7 (H): 0.20, atom 8 (H): 0.16, atom 9 (H): 0.35, atom 10 (H): 0.51, atom 11 (H): 0.45, atom 12 (O): -1.01

---

Most stable to least stable: <ii>, <i>

---

<i>
Here is a 2-piece molecular cluster, C2H6NO3 overall from the OMol25 dataset. Energies are from ωB97M-V with the def2-TZVPD basis set.

Atoms and positions in Å:
C 1.45 1.42 -0.39
N 1.43 -0.06 -0.45
C 0.14 -0.64 -0.36
O 0.04 -1.56 0.48
O -0.74 -0.06 -1.03
H 2.49 1.74 -0.30
H 1.11 1.83 -1.33
H 0.82 1.72 0.46
H 2.09 -0.41 0.23
H -1.43 -0.04 1.75
H -1.85 0.21 0.44
O -2.11 0.54 1.34

As for the total charge: -1. Its LUMO energy is 4.21 eV. For the HOMO-LUMO gap, the calculation gives 8.6 eV.

From a natural (NBO) analysis of the wavefunction, the atomic charges in e read: atom 1 (C): -0.41, atom 2 (N): -0.70, atom 3 (C): 0.86, atom 4 (O): -0.81, atom 5 (O): -0.81, atom 6 (H): 0.16, atom 7 (H): 0.20, atom 8 (H): 0.18, atom 9 (H): 0.35, atom 10 (H): 0.47, atom 11 (H): 0.50, atom 12 (O): -1.00

---

<ii>
Here is a 2-piece molecular cluster, C2H6NO3 overall from the OMol25 dataset. Energies are from ωB97M-V with the def2-TZVPD basis set.

Atoms and positions in Å:
O 1.52 1.39 -0.36
C 0.67 0.52 -0.26
O 0.45 -0.33 0.78
C -0.23 0.36 -1.46
N -0.78 -1.02 -1.58
H -1.06 0.94 -1.33
H 0.34 0.71 -2.31
H -0.51 -1.30 -0.62
H -0.18 -1.58 -2.27
H 0.51 0.09 3.47
H -0.33 -0.03 2.51
O -0.40 0.25 3.44

As for the total charge: -1. Its LUMO energy is 4.37 eV. For the HOMO-LUMO gap, the calculation gives 8.8 eV.

From a natural (NBO) analysis of the wavefunction, the atomic charges in e read: atom 1 (O): -0.71, atom 2 (C): 0.76, atom 3 (O): -0.90, atom 4 (C): -0.34, atom 5 (N): -0.88, atom 6 (H): 0.18, atom 7 (H): 0.18, atom 8 (H): 0.40, atom 9 (H): 0.33, atom 10 (H): 0.45, atom 11 (H): 0.51, atom 12 (O): -0.98

---

Most stable to least stable: <i>, <ii>